{
  "formula": "C14H36F3MgO7S5",
  "method": "the ωB97M-V functional and the def2-TZVPD basis",
  "symbols": ["Mg", "C", "O", "O", "C", "F", "F", "F", "C", "C", "H", "H", "H", "H", "H", "H", "C", "S", "O", "C", "H", "H", "H", "H", "H", "H", "C", "S", "O", "C", "H", "H", "H", "H", "H", "H", "C", "S", "O", "C", "H", "H", "H", "H", "H", "H", "C", "S", "O", "C", "H", "H", "H", "H", "H", "H", "C", "S", "O", "C", "H", "H", "H", "H", "H", "H"],
  "xyz": [[0.3682, -0.0435, -0.1876], [0.9236, 1.2850, 2.8543], [0.2563, 0.1489, 3.4978], [0.9814, 0.8438, 1.4985], [0.0992, 2.5896, 3.3314], [0.9902, 3.5870, 3.3783], [-0.8863, 3.0153, 2.5201], [-0.4985, 2.5287, 4.5364], [0.4611, -0.1695, 4.8693], [0.1271, -1.6616, 5.0012], [0.8734, -2.3218, 4.5592], [0.2352, -1.9666, 6.0421], [-0.8819, -1.8627, 4.6412], [-0.1952, 0.3857, 5.5393], [1.4550, 0.0487, 5.2601], [1.8995, 1.2184, 3.3352], [2.6118, 0.2936, -3.6168], [3.2043, -0.4263, -2.0260], [2.1719, 0.0224, -0.9765], [2.9039, -2.1947, -2.3124], [3.1447, -0.2231, -4.4150], [2.7030, 1.3796, -3.5940], [1.5824, 0.0925, -3.9136], [1.8878, -2.4785, -2.0382], [3.5743, -2.9284, -1.8647], [2.9394, -2.4794, -3.3640], [1.8323, 3.5812, -0.8080], [0.5342, 2.7794, -1.9179], [0.0074, 1.4983, -1.2808], [-0.7126, 4.0985, -1.6779], [2.7963, 3.1266, -1.0363], [1.6848, 3.3211, 0.2402], [1.8756, 4.6642, -0.9237], [-1.7463, 3.9129, -1.9698], [-0.4375, 4.9945, -2.2342], [-0.7817, 4.2152, -0.5963], [-0.3180, -2.2151, -4.3560], [-1.1087, -1.2808, -2.9715], [-0.0843, -1.0342, -1.8353], [-1.2752, 0.3776, -3.7961], [0.7456, -2.0594, -4.5367], [-0.8313, -1.9887, -5.2905], [-0.3660, -3.2808, -4.1323], [-0.3104, 0.8821, -3.8483], [-1.8470, 0.9895, -3.0985], [-1.8740, 0.3142, -4.7047], [0.7969, -4.3331, -0.0020], [0.5368, -3.0028, 1.2856], [0.8077, -1.7753, 0.3723], [-1.3275, -3.0466, 1.4542], [0.9908, -5.3406, 0.3659], [1.6952, -4.2601, -0.6150], [-0.0751, -4.3898, -0.6537], [-1.8587, -2.8354, 0.5262], [-1.6559, -2.2487, 2.1202], [-1.5695, -4.0253, 1.8686], [-3.1321, 1.8787, 0.1575], [-2.9289, 0.0929, 0.4759], [-1.4467, -0.0455, 0.2211], [-3.0788, 0.2385, 2.3291], [-3.3552, 2.0899, -0.8883], [-2.1492, 2.3476, 0.2046], [-3.7574, 2.4670, 0.8290], [-2.2264, 0.7900, 2.7258], [-2.9428, -0.7658, 2.7302], [-4.0387, 0.5846, 2.7123]],
  "atomic_forces_ev_per_a": [[1.300, 1.063, 1.471], [-1.326, -3.904, -2.081], [-0.554, 0.166, 0.443], [-0.168, 3.124, 3.037], [0.893, -0.200, -0.868], [0.284, 0.564, 0.169], [-0.112, -0.424, -0.751], [0.546, -0.511, -0.015], [-0.493, -0.672, -0.119], [0.800, 0.222, 0.717], [-0.121, 0.224, -0.766], [-0.556, 0.201, 0.307], [0.097, -0.117, 0.013], [-0.306, 0.163, -0.137], [0.470, -0.032, -0.456], [0.380, 1.214, -0.075], [-0.298, -0.941, -0.260], [-2.087, 0.600, 1.058], [2.998, -0.322, -1.692], [-0.733, -1.003, -0.949], [0.700, 0.537, -0.001], [0.563, -0.191, 0.033], [-0.214, -0.255, 0.886], [-0.051, 0.601, 0.427], [0.383, 0.761, 0.576], [0.281, 0.554, -0.347], [-0.174, -0.865, -0.047], [0.221, 0.171, 0.784], [-0.108, 3.115, -1.129], [-0.332, -0.252, 0.669], [-0.098, 0.048, -0.404], [-0.653, -0.128, -0.017], [-0.226, -0.133, -0.326], [0.239, -0.851, -0.490], [0.482, -0.012, 0.339], [0.279, 0.547, 0.024], [0.381, -0.109, 0.249], [1.535, 1.347, 0.670], [-1.759, -1.716, -3.703], [-0.383, -0.371, 0.795], [-0.002, 0.686, 0.376], [-0.296, -0.054, 0.206], [-0.490, 0.044, 0.093], [-0.020, -0.388, -0.486], [-0.093, -0.237, 0.199], [0.425, -0.160, -0.172], [-0.406, -0.901, 0.239], [-0.346, 1.662, -2.810], [0.223, -3.543, 2.492], [0.687, -0.219, -0.040], [-0.599, 0.001, 0.871], [0.015, 1.260, 0.243], [0.003, 0.248, 0.043], [0.498, -0.379, -0.350], [0.668, -0.164, 0.325], [-0.154, 0.044, -0.019], [0.395, 0.818, -0.574], [0.931, 1.865, 1.342], [-3.035, -0.808, 0.665], [0.430, -0.846, -0.199], [-0.717, -0.461, -0.030], [0.379, -0.598, 0.642], [-0.379, -0.547, -0.039], [-0.067, 0.350, -0.359], [-0.115, -0.141, -0.185], [-0.016, 0.254, -0.510]],
  "mulliken_charge": [1.37, -0.57, -0.23, -0.63, 0.84, -0.30, -0.22, -0.29, -0.39, -1.02, 0.21, 0.45, 0.16, 0.28, 0.36, 0.41, -0.65, 0.20, -0.34, -0.48, 0.48, 0.32, -0.10, -0.23, 0.43, 0.49, -0.73, 0.41, -0.20, -1.14, 0.31, 0.02, 0.48, 0.33, 0.44, 0.31, -0.99, 0.27, -0.31, -0.56, 0.21, 0.45, 0.37, 0.16, -0.03, 0.57, -0.96, 0.38, -0.52, -0.20, 0.42, 0.23, 0.29, 0.23, -0.47, 0.56, -0.60, 0.23, -0.23, -0.79, 0.39, -0.16, 0.49, 0.03, 0.27, 0.51],
  "homo_lumo_gap_ev": 8.2,
  "charge": 1,
  "lumo_energy_ev": -2.05,
  "total_energy_ha": -3572.0516,
  "spin_multiplicity": 1
}

***

{
  "formula": "C8H16N4OS",
  "method": "the ωB97M-V functional and the def2-TZVPD basis",
  "symbols": ["C", "C", "C", "C", "C", "C", "C", "C", "N", "N", "N", "N", "O", "S", "H", "H", "H", "H", "H", "H", "H", "H", "H", "H", "H", "H", "H", "H", "H", "H"],
  "xyz": [[-0.6241, -1.5933, -0.9531], [-0.5651, -0.2682, 1.0841], [0.2772, -1.1803, 0.1683], [2.4973, -2.0216, -0.7819], [2.4319, -0.3049, 0.9289], [1.5871, 0.3678, -1.3605], [-3.6043, 2.2721, -0.2570], [1.7103, -0.7912, -0.3237], [-1.6697, -0.9102, -1.1674], [-0.2947, 1.0736, 1.0483], [-2.1327, 0.2014, -0.8239], [-1.2112, 1.7373, 1.7546], [-1.4737, -0.7179, 1.7627], [-3.1717, 0.5810, 0.4353], [-0.4478, -2.3620, -1.7410], [0.3787, -2.1069, 0.8541], [2.8131, -2.6600, 0.1172], [3.2999, -1.7202, -1.3476], [1.8618, -2.5404, -1.5503], [3.4816, -0.3017, 0.8078], [2.0643, 0.6259, 1.1971], [2.1467, -0.9089, 1.7586], [1.1233, 1.1769, -0.8130], [0.9679, 0.0469, -2.1455], [2.4734, 0.6547, -1.8226], [-3.2488, 2.2680, -1.2691], [-3.0163, 3.0914, 0.4222], [-4.6772, 2.3325, -0.1821], [-1.1703, 2.7004, 1.7137], [-1.8073, 1.2577, 2.4857]],
  "atomic_forces_ev_per_a": [[-0.563, 0.520, -0.592], [1.891, 1.367, -0.660], [0.411, -1.840, 1.209], [-2.926, -1.295, 0.628], [-0.599, -0.644, -0.610], [-0.751, -1.330, 1.979], [1.840, 0.357, 2.639], [0.048, 0.738, 0.982], [-0.587, -2.383, -1.596], [-0.541, -0.315, -0.111], [-0.442, 2.582, 1.577], [-0.583, -2.587, 1.474], [-0.534, -1.261, 1.027], [-0.604, 0.417, -2.275], [0.101, 0.280, 1.206], [0.073, 1.096, -1.124], [-0.594, 0.671, -1.556], [2.339, 0.769, -0.920], [0.568, -0.320, 0.946], [1.213, 0.091, -0.085], [-0.318, 2.112, 0.382], [0.146, -0.939, 0.725], [-0.065, 0.372, -0.286], [-1.177, -0.298, -1.157], [1.936, 0.524, -0.390], [0.101, 0.170, -0.382], [-1.729, -1.904, -1.859], [-0.264, 0.434, -0.025], [0.297, 2.044, 0.049], [1.311, 0.573, -1.195]],
  "mulliken_charge": [-0.50, -0.19, 0.63, -1.68, -2.03, -1.77, -0.60, 1.71, -0.28, 0.01, -0.10, -0.55, -0.76, 0.24, 0.33, 0.34, 0.33, 0.54, 0.31, 0.48, 0.51, 0.45, 0.37, 0.46, 0.50, 0.27, 0.15, 0.31, 0.19, 0.32],
  "homo_lumo_gap_ev": [7.9, 6.6],
  "lumo_energy_ev": [0.21, -0.54],
  "total_energy_ha": -1006.6734,
  "spin_multiplicity": 1
}

***

{
  "formula": "C27H45MnN3O4Sb",
  "method": "the ωB97M-V functional and the def2-TZVPD basis",
  "symbols": ["Mn", "C", "C", "C", "C", "C", "C", "C", "N", "C", "C", "C", "C", "C", "C", "C", "N", "C", "C", "C", "C", "H", "H", "H", "H", "H", "H", "H", "H", "H", "H", "H", "H", "H", "H", "H", "H", "H", "H", "H", "H", "H", "H", "H", "H", "C", "C", "C", "O", "H", "H", "H", "H", "H", "H", "O", "N", "O", "O", "C", "C", "Sb", "C", "C", "C", "C", "H", "H", "H", "H", "H", "H", "H", "H", "H", "H", "H", "H", "H", "H", "H"],
  "xyz": [[0.0125, 0.7737, 0.7246], [6.2470, 3.7158, -0.0699], [4.9635, 4.5338, 0.0997], [5.0376, 5.3372, 1.4147], [4.8142, 5.4936, -1.0865], [3.7483, 3.6380, 0.2292], [3.8433, 2.3096, 0.6999], [2.7262, 1.5531, 0.8624], [1.4662, 2.0265, 0.5808], [1.3684, 3.2955, 0.1518], [2.4723, 4.1052, -0.0450], [-1.0744, 3.4309, 0.1191], [-2.0470, 4.4385, 0.1464], [-3.3856, 4.0251, 0.2063], [-3.6175, 2.6317, 0.2995], [-2.6102, 1.7258, 0.3349], [-1.3012, 2.1165, 0.2421], [-4.6608, 4.8771, 0.1378], [-5.4948, 4.5970, 1.4081], [-5.4396, 4.4148, -1.1136], [-4.5023, 6.3971, 0.0250], [7.0778, 4.3990, -0.2400], [6.1944, 3.0422, -0.9275], [6.4951, 3.1393, 0.8221], [5.9382, 5.9512, 1.4013], [5.0916, 4.6827, 2.2861], [4.1781, 5.9998, 1.5279], [5.7221, 6.0889, -1.1726], [3.9916, 6.1976, -0.9580], [4.6776, 4.9575, -2.0272], [4.7995, 1.8721, 0.9430], [2.7800, 0.5402, 1.2331], [2.2929, 5.1081, -0.4029], [-2.4418, 6.4712, 0.3973], [-4.6260, 2.2547, 0.3549], [-2.8009, 0.6690, 0.4356], [-5.8909, 3.5837, 1.4521], [-6.3490, 5.2730, 1.4148], [-4.9187, 4.7862, 2.3153], [-5.6885, 3.3538, -1.1076], [-4.8841, 4.6335, -2.0273], [-6.3787, 4.9656, -1.1565], [-4.0705, 6.8465, 0.9198], [-5.5019, 6.8145, -0.0850], [-3.9305, 6.7031, -0.8518], [-0.4837, 6.2159, 1.1163], [-1.5832, 5.8850, 0.0961], [-1.2214, 6.3298, -1.3241], [0.1861, 3.8635, -0.1270], [-0.5485, 7.2723, 1.3732], [0.5204, 6.0419, 0.7301], [-0.6031, 5.6557, 2.0461], [-1.0907, 7.4118, -1.3415], [-2.0090, 6.0832, -2.0377], [-0.2930, 5.8782, -1.6732], [0.7900, -0.5902, 1.8559], [0.1830, -1.1227, 0.8321], [0.8354, -2.0046, 0.1040], [-1.0954, -0.9355, 0.7154], [2.0156, -4.9566, 1.5886], [0.5144, -4.9208, 1.3158], [0.0634, -3.8661, -0.4624], [-1.9813, -3.6414, -0.9618], [-2.5132, -5.0350, -1.3317], [1.4141, -4.0998, -2.0670], [1.1448, -5.3513, -2.9042], [2.1782, -5.4228, 2.5600], [2.4551, -3.9599, 1.6269], [2.5467, -5.5540, 0.8483], [-0.0656, -4.4280, 2.0988], [0.0866, -5.9168, 1.1724], [-2.0290, -2.9293, -1.7852], [-2.4812, -3.2186, -0.0922], [-1.9923, -5.4734, -2.1826], [-3.5613, -4.9379, -1.6142], [-2.4720, -5.7280, -0.4907], [2.4025, -4.1083, -1.6054], [1.3106, -3.1758, -2.6394], [1.2909, -6.2679, -2.3333], [1.8555, -5.3640, -3.7297], [0.1459, -5.3577, -3.3378]],
  "atomic_forces_ev_per_a": [[-0.367, 1.090, 0.154], [0.026, -0.001, 0.015], [-0.046, -0.067, -0.034], [0.001, 0.034, 0.027], [0.010, 0.030, 0.006], [0.067, -0.002, 0.008], [-0.023, -0.028, 0.017], [0.023, 0.069, -0.016], [0.056, 0.021, 0.083], [0.056, 0.007, -0.019], [-0.068, -0.014, 0.008], [0.106, 0.019, -0.019], [0.117, -0.010, -0.073], [-0.144, -0.079, -0.104], [0.009, -0.026, 0.032], [0.008, 0.103, 0.013], [-0.140, 0.008, -0.012], [0.017, -0.041, 0.065], [0.018, 0.042, -0.024], [-0.023, 0.043, -0.010], [-0.167, 0.022, -0.048], [0.000, -0.003, -0.001], [-0.011, 0.004, -0.004], [-0.003, 0.000, -0.001], [-0.007, 0.007, -0.012], [0.012, -0.007, -0.003], [-0.007, -0.012, 0.003], [-0.001, -0.002, -0.002], [0.000, 0.002, 0.002], [0.002, -0.010, 0.003], [0.000, 0.004, -0.005], [0.012, -0.002, 0.004], [0.012, -0.017, -0.009], [0.363, -0.185, -0.015], [-0.029, 0.002, 0.024], [0.001, -0.008, 0.001], [0.038, -0.049, -0.017], [-0.015, -0.014, -0.007], [0.009, 0.012, -0.006], [0.019, 0.016, 0.032], [0.011, -0.001, 0.003], [-0.006, 0.003, -0.006], [-0.180, 0.005, 0.012], [-0.023, 0.023, -0.007], [-0.090, -0.009, 0.018], [0.054, 0.115, 0.018], [0.026, 0.079, 0.106], [-0.011, 0.035, 0.000], [-0.050, -0.062, -0.083], [0.019, 0.012, -0.009], [-0.073, 0.045, 0.042], [-0.011, 0.000, 0.010], [0.029, 0.000, 0.003], [0.006, -0.004, 0.003], [0.018, -0.047, -0.007], [-0.035, -0.104, -0.175], [0.368, -1.101, 0.019], [-0.161, -0.198, -0.128], [0.135, 0.226, -0.018], [-0.016, 0.005, -0.008], [-0.064, -0.065, -0.004], [0.043, 0.060, 0.177], [-0.008, -0.071, -0.026], [-0.024, 0.063, 0.024], [0.081, 0.131, -0.020], [-0.040, -0.030, 0.046], [-0.007, -0.015, -0.004], [0.001, -0.004, 0.005], [0.011, 0.017, -0.007], [0.023, 0.007, -0.001], [0.005, 0.006, 0.018], [0.000, -0.027, -0.013], [0.016, -0.002, 0.015], [0.002, -0.002, 0.001], [-0.001, 0.010, 0.005], [0.008, -0.004, -0.009], [0.001, -0.006, -0.012], [0.008, -0.045, -0.034], [-0.011, -0.006, -0.005], [0.016, -0.005, 0.010], [0.003, 0.010, -0.016]],
  "mulliken_spin": [3.59, 0.00, 0.01, 0.00, 0.00, 0.00, 0.00, 0.05, -0.05, 0.05, -0.01, 0.03, 0.00, -0.01, -0.02, 0.05, 0.01, 0.00, 0.00, 0.00, 0.00, 0.00, 0.00, 0.00, 0.00, 0.00, 0.00, 0.00, 0.00, 0.00, 0.00, -0.01, 0.00, 0.00, 0.00, -0.02, 0.00, 0.00, 0.00, 0.00, 0.00, 0.00, 0.00, 0.00, 0.00, 0.00, 0.00, 0.00, -0.06, 0.00, 0.00, 0.00, 0.00, 0.00, 0.00, -0.15, -0.28, -0.02, -0.15, 0.00, 0.00, -0.02, 0.00, 0.00, 0.00, 0.00, 0.00, 0.00, 0.00, 0.00, 0.00, 0.00, 0.00, 0.00, 0.00, 0.00, 0.00, 0.00, 0.00, 0.00, 0.00],
  "homo_lumo_gap_ev": [6.6, 6.9],
  "charge": 3,
  "lumo_energy_ev": [-10.47, -10.09],
  "total_energy_ha": -2911.1735,
  "s2": 4.25,
  "spin_multiplicity": 4
}

***

{
  "formula": "H12N2Si4",
  "method": "the ωB97M-V functional and the def2-TZVPD basis",
  "symbols": ["N", "Si", "Si", "Si", "N", "Si", "H", "H", "H", "H", "H", "H", "H", "H", "H", "H", "H", "H"],
  "xyz": [[-1.6293, 1.7609, -1.2881], [-1.1484, 0.5771, 0.4007], [-2.1965, -1.5400, 0.2249], [1.1555, 0.6938, 0.4142], [1.5476, 0.3297, 2.0888], [2.2998, -0.9197, -1.0103], [-1.5401, 1.3679, -2.2001], [-2.4325, 2.3488, -1.0677], [-2.0483, 1.5202, 1.1652], [-2.1487, -2.4597, 1.3038], [-3.4454, -1.7634, -0.3360], [-1.1379, -2.1275, -0.8975], [1.3082, 2.2074, 0.2855], [2.4626, 0.4503, 2.3897], [0.9089, 0.7180, 2.8049], [3.6216, -1.1386, -0.4125], [1.9567, -2.2346, -1.6660], [2.4663, 0.2095, -2.1993]],
  "atomic_forces_ev_per_a": [[1.352, -1.636, 3.596], [-2.745, 2.358, -3.275], [3.472, 0.036, -1.810], [-0.102, -0.121, 1.217], [-2.402, -0.045, -0.088], [0.188, 2.267, -1.741], [-0.482, -0.072, -0.460], [0.211, -0.605, -0.586], [0.747, -0.372, 0.497], [0.285, -0.604, 1.195], [-1.909, 0.234, -0.866], [-1.239, 0.521, 1.286], [0.328, -0.786, -0.728], [1.907, 0.134, 0.610], [0.646, -0.367, -0.727], [0.203, 0.078, 0.167], [-0.469, 0.604, 0.531], [0.010, -1.624, 1.182]],
  "mulliken_charge": [-0.61, 0.31, 0.43, 0.25, -0.56, 0.25, 0.19, 0.18, -0.15, -0.15, -0.16, -0.14, -0.04, 0.21, 0.24, -0.11, -0.09, -0.06],
  "smiles": "N[Si@@H]([SiH3])[Si@@H](N)[SiH3]",
  "homo_lumo_gap_ev": 8.6,
  "lumo_energy_ev": -0.07,
  "total_energy_ha": -1274.5648,
  "spin_multiplicity": 1
}